Entry 1:
{
  "formula": "C6H14CoO3",
  "method": "wB97M-V/def2-TZVPD",
  "symbols": ["H", "O", "H", "H", "H", "C", "H", "H", "O", "Co", "H", "C", "C", "H", "H", "H", "C", "H", "H", "H", "C", "C", "O", "H"],
  "xyz": [[-0.0204, -2.0966, 0.0612], [-1.7229, -1.2316, 0.8425], [2.7194, 0.0428, -3.7648], [2.0035, -0.3210, -2.1266], [-0.0829, 0.3935, -1.5345], [0.1472, 2.6219, 1.9448], [-3.0257, -2.6960, 0.1817], [-0.4777, 2.5354, -0.1436], [0.0391, 0.6799, 0.5939], [-1.3990, 0.3664, 1.9779], [-3.1850, -2.1998, 1.8969], [-0.7927, -1.3670, -0.2465], [-0.2296, -0.0290, -0.5416], [-1.3114, -1.7640, -1.1303], [-1.8045, -3.2324, 1.3903], [1.2875, 2.2692, 0.0956], [-2.4778, -2.4178, 1.0913], [3.7751, 0.0704, -2.3166], [3.1491, -1.4914, -2.9366], [1.0501, 2.3213, 2.5134], [0.2875, 2.1012, 0.5160], [2.9231, -0.4274, -2.7960], [-1.0147, 2.1461, 2.5440], [0.1628, 3.7260, 1.8876]],
  "forces_ev_per_a": [[-0.2, 0.2, 0.0], [-0.3, 0.4, 0.5], [0.0, -0.1, 0.3], [1.3, -0.2, -0.9], [0.0, 0.0, 0.5], [0.8, 0.3, -0.4], [0.1, 0.1, 0.2], [0.2, -0.1, 0.2], [0.5, -0.4, -0.4], [0.3, 2.0, 0.7], [0.2, -0.1, -0.2], [0.7, -0.1, -0.7], [-0.3, -0.2, -0.3], [0.1, 0.1, 0.2], [-0.2, 0.2, -0.1], [-0.2, -0.1, 0.1], [-0.5, -0.6, 0.1], [-0.3, -0.2, -0.1], [-0.1, 0.3, 0.0], [-0.4, 0.1, -0.1], [0.1, 0.7, -0.3], [-0.9, 0.1, 0.7], [-0.9, -2.1, -0.3], [-0.1, -0.4, 0.1]],
  "s_squared": 6.014,
  "orbital_gap_ev": [8.279, 8.145],
  "total_charge": 1,
  "spin_multiplicity": 5,
  "e_lumo_ev": [-3.93, -5.47],
  "e_homo_ev": [-12.209, -13.619],
  "e_tot_ev": -50208.0228,
  "e_above_lowest_kcal_mol": 0.0
}



Entry 2:
{
  "formula": "C34H68Br6N8O4",
  "method": "wB97M-V/def2-TZVPD",
  "symbols": ["H", "H", "C", "H", "H", "H", "H", "C", "Br", "H", "Br", "N", "H", "C", "C", "C", "H", "C", "C", "H", "H", "H", "O", "H", "H", "H", "N", "C", "H", "H", "C", "H", "H", "H", "Br", "H", "C", "C", "H", "C", "Br", "H", "C", "C", "H", "H", "H", "H", "H", "H", "H", "H", "H", "H", "H", "C", "C", "C", "H", "C", "H", "Br", "C", "H", "H", "H", "C", "H", "Br", "C", "O", "H", "H", "O", "H", "H", "N", "C", "H", "H", "H", "C", "H", "N", "C", "H", "H", "H", "C", "N", "H", "H", "H", "H", "C", "H", "H", "H", "C", "C", "O", "C", "H", "C", "H", "H", "C", "C", "H", "H", "H", "H", "N", "H", "N", "N", "C", "H", "C", "H"],
  "xyz": [[11.1385, -3.2433, -4.2989], [16.9987, -9.9490, -15.7494], [9.0382, -18.8388, -7.2742], [10.3470, -16.3663, -15.4329], [17.4709, -12.7476, -5.2783], [22.6485, -18.6109, -0.0394], [13.2368, -4.3216, -4.0467], [23.0426, -4.3974, -2.1084], [13.9965, -24.1549, -10.4950], [23.8634, -4.1826, -1.4240], [16.4458, -20.1630, -11.1733], [8.0270, -19.5526, -7.8040], [20.4186, -5.2378, -2.4834], [14.9029, -13.9907, -3.7353], [15.1489, -19.5228, 0.7491], [22.2925, -5.5460, -1.5116], [15.6517, -22.7721, -12.0435], [19.9986, -25.7380, -4.9732], [10.8460, -15.7508, -13.3494], [15.5581, -18.5160, 0.6653], [8.4006, -17.2579, -13.8878], [18.2131, -8.4585, -16.8085], [14.6140, -13.0730, -2.9039], [12.9259, -5.1806, -2.7267], [8.7901, -17.7691, -7.1939], [5.9770, -19.5914, -7.5862], [14.6444, -19.4288, 2.0701], [12.1651, -5.9288, -4.7515], [8.8590, -11.4650, 3.6645], [11.7516, -15.2243, -13.6508], [15.5978, -21.6767, -10.3032], [11.1008, -9.6110, 2.6173], [10.0509, -9.2264, 3.8940], [16.7340, -14.9338, -6.3383], [11.0370, -11.9777, 4.9668], [14.2443, -21.8210, -11.8102], [9.9152, -11.3672, 3.4135], [13.2887, -6.0130, -5.6730], [22.8863, -6.4203, -1.2449], [17.9590, -9.8374, -15.2460], [24.7565, -17.1467, 0.1262], [11.5575, -3.2673, -2.5624], [11.2172, -3.8657, -3.4076], [23.7620, -4.7051, -3.3364], [17.3005, -24.8810, -5.2851], [15.0636, -21.3323, 2.4636], [21.0808, -25.7986, -4.8583], [9.8925, -14.7781, -14.9870], [7.6612, -21.6631, -7.6211], [17.1291, -9.3494, -13.2968], [21.3270, -17.1666, -1.5662], [18.1098, -10.8296, -14.8206], [22.3613, -3.5636, -2.2773], [16.0129, -12.2660, -6.2072], [7.9322, -16.2610, -15.2586], [10.1376, -9.8976, 3.0394], [9.9024, -15.8020, -14.6132], [18.7436, -9.3258, -16.4153], [18.7706, -10.0326, -17.2446], [14.9198, -22.4959, -11.2844], [14.3461, -17.2569, 2.2392], [22.7204, -14.9308, -1.6899], [21.0394, -6.1191, -2.3223], [10.1940, -4.2066, -3.2501], [10.1915, -11.9299, 2.5218], [19.6550, -26.4908, -4.2636], [20.1121, -8.9699, -16.0425], [11.3077, -5.7366, -5.3964], [8.7505, -9.3500, 1.6715], [20.0394, -23.2806, -4.8817], [14.0462, -20.3733, 3.9823], [11.9995, -6.9185, -4.3259], [17.2344, -8.0671, -14.5749], [19.5297, -22.1449, -4.8876], [12.9948, -18.3255, 1.6714], [21.8907, -5.2185, -0.5527], [14.2535, -6.0282, -6.3699], [7.7328, -15.3362, -13.3811], [21.2534, -6.6892, -3.2264], [14.9997, -14.8856, -6.5009], [8.0126, -21.1850, -9.2747], [8.2439, -20.9727, -8.2310], [23.0083, -17.4094, -2.1573], [19.3220, -24.4752, -4.7972], [12.3953, -4.8735, -3.6279], [9.2713, -21.3150, -8.1069], [16.1205, -11.7143, -4.6398], [10.3769, -15.2669, -12.4928], [15.8048, -14.9441, -5.7685], [7.2463, -14.5899, -12.6549], [6.5012, -18.9845, -9.1901], [6.6695, -17.9512, -8.0184], [22.2762, -17.1704, 0.8038], [20.4792, -6.8684, -1.7630], [22.8136, -17.5340, -0.0721], [18.6345, -8.5327, -13.5370], [14.4240, -19.6288, -0.0580], [11.0546, -16.7677, -13.0168], [6.7407, -19.0334, -8.1279], [14.5528, -20.4530, 2.8858], [10.0560, -19.3557, -6.8110], [22.3771, -16.9136, -1.4198], [19.8362, -26.0530, -6.0039], [17.8934, -24.4641, -4.4710], [15.9107, -20.2920, 0.6219], [13.6176, -18.1758, 3.3855], [16.3940, -12.5842, -5.2368], [13.8622, -18.2299, 2.3246], [14.3962, -14.9550, -3.5761], [21.0922, -23.5594, -5.0427], [17.6871, -25.0473, -3.5735], [16.4228, -22.1899, -9.8091], [21.1860, -8.5809, -15.7322], [15.6523, -15.8859, -5.2414], [24.3385, -4.9557, -4.3135], [15.7155, -13.8340, -4.8334], [17.7467, -8.8823, -14.0639], [14.8677, -21.3352, -9.5694], [8.4792, -16.2586, -14.3158], [17.5533, -23.4460, -4.2813]],
  "forces_ev_per_a": [[0.2, 0.2, 0.1], [-0.6, -0.1, 0.5], [0.7, -1.0, 1.3], [-0.1, -0.4, 0.2], [-0.1, 0.1, 0.1], [0.3, 0.0, -0.5], [-0.2, 0.8, -0.1], [0.7, -0.3, -0.2], [0.9, 1.7, -0.8], [-0.3, 0.7, 0.3], [-0.2, 0.1, 0.0], [0.5, -1.9, -1.6], [-0.4, -0.3, -0.5], [-0.6, 3.6, 1.8], [0.8, 0.9, -0.6], [-2.1, -2.4, 0.0], [-0.3, -0.8, 0.1], [-0.2, -0.7, -0.5], [-0.8, -0.6, -1.1], [0.7, -0.2, -1.0], [0.2, -0.1, 0.0], [0.3, 0.3, 0.1], [1.1, -2.4, -2.4], [-0.9, -0.9, 0.2], [0.2, 0.1, 0.0], [-0.2, 0.3, 0.0], [-0.4, 1.5, -0.6], [-0.2, -0.6, 0.7], [0.3, -0.4, 0.2], [0.1, -0.2, 0.3], [0.7, 0.2, 2.3], [-0.1, -0.6, -0.3], [-0.6, -0.1, 0.0], [0.1, -0.1, 0.4], [-0.7, 0.5, -1.1], [-0.8, -0.7, 0.1], [0.4, 0.9, -0.5], [4.3, -0.1, -2.5], [0.6, 0.3, -0.2], [-1.7, -0.8, 0.9], [-0.8, -0.5, 0.3], [-0.5, 0.3, -0.1], [1.2, -0.3, -0.2], [0.6, -0.6, -2.1], [0.0, 0.0, -0.1], [-0.1, -0.4, 0.3], [0.1, 1.0, 0.2], [-0.4, 0.1, -0.1], [-0.3, 0.2, 0.1], [-0.3, 0.1, -0.3], [0.0, 0.5, -0.3], [1.0, -0.2, -0.6], [0.3, 0.2, 0.1], [0.2, -0.4, -0.4], [-0.2, -0.1, 0.1], [0.0, 0.6, 0.4], [0.9, 0.9, 1.4], [1.0, -0.2, 0.0], [0.1, -0.2, 0.1], [-0.5, -0.8, -1.8], [0.6, -0.3, -1.0], [-0.5, -1.6, 0.4], [1.0, 0.7, 0.7], [0.3, -0.7, 0.3], [-0.1, -0.5, 0.5], [-0.4, 0.0, -0.1], [3.8, 1.9, 0.7], [-0.3, 0.4, 0.4], [0.9, -0.4, 0.9], [-2.3, 0.2, -0.5], [-0.2, -0.8, 0.6], [0.0, -0.1, -0.1], [-0.1, 0.6, 0.9], [1.4, -2.4, 0.3], [-0.3, 0.6, 0.3], [0.0, 0.2, 0.0], [-3.8, 0.0, 2.6], [0.9, -0.4, -0.6], [0.4, 0.7, -0.3], [-0.1, 0.1, -0.2], [-0.4, 0.6, -0.1], [0.3, 0.1, 0.7], [-0.3, 0.3, -0.3], [0.7, 1.9, 0.9], [0.0, 0.9, -1.3], [0.1, 0.6, 0.3], [0.2, -0.5, 0.7], [-0.1, 0.3, -0.2], [-0.6, 0.0, -0.2], [0.0, -0.2, -0.1], [0.2, -1.1, -0.4], [0.1, 0.0, 1.3], [0.3, 0.5, -0.1], [0.0, 0.4, 0.6], [0.3, 1.2, -0.2], [0.2, 0.0, -0.4], [-0.5, -0.2, 0.2], [0.4, 0.0, -0.1], [-0.5, 1.1, -0.7], [0.3, -0.6, 1.0], [-0.7, 1.0, -0.9], [0.6, -0.4, 0.6], [-0.2, -0.6, 0.0], [0.3, 0.0, -0.2], [0.0, 0.1, 0.2], [-0.6, -0.7, -0.2], [-1.0, -0.1, 0.1], [-0.3, -0.1, 0.9], [0.5, -0.2, -0.5], [0.2, 0.7, 0.1], [0.2, -0.1, 0.0], [-0.2, 0.0, 0.1], [-3.6, -1.5, -1.0], [0.3, 0.0, 0.0], [-0.8, 0.4, 1.5], [-0.3, -0.2, 0.8], [-0.1, 0.1, -0.9], [0.4, 0.4, 0.1], [-0.9, 0.7, 0.2], [0.3, 0.0, -0.2]],
  "orbital_gap_ev": 9.375,
  "e_lumo_ev": 0.14,
  "e_homo_ev": -9.233,
  "e_tot_ev": -476721.6592,
  "smiles": "CN(C)C=O.CN(C)C=O.CN(C)C=O.CN(C)C=O.BrCCBr.BrCCBr.BrCCBr.CCCC#N.CCCC#N.CCCC#N.CCCC#N"
}



Entry 3:
{
  "formula": "C7H8",
  "method": "wB97M-V/def2-TZVPD",
  "symbols": ["H", "H", "H", "C", "H", "C", "C", "C", "H", "C", "H", "H", "H", "C", "C"],
  "xyz": [[-2.4341, -2.1278, -1.4737], [-0.8498, 2.7720, 0.3755], [0.9190, 2.3351, 0.6669], [-1.4396, -2.4045, -0.8440], [1.5076, -0.6056, -1.6935], [-1.3323, -1.7607, 0.3236], [-0.1047, 2.1591, 1.0204], [-0.1906, 0.6839, 0.8580], [0.0910, -0.1078, -2.6340], [0.0736, 0.1295, -0.3751], [-1.2634, -3.5164, -1.0014], [-0.2157, 2.5358, 2.0697], [-0.2162, -1.3357, -1.4764], [0.4161, -0.4309, -1.6979], [-0.8234, -0.6290, 0.6581]],
  "forces_ev_per_a": [[2.4, -0.3, 1.0], [1.1, -1.3, 0.9], [-0.4, 0.5, 0.2], [-4.3, -2.5, -1.2], [-0.6, -0.2, -0.2], [1.2, 0.8, -0.1], [-0.9, 1.6, 1.3], [0.3, -1.5, -4.9], [-0.6, 1.4, -1.1], [-0.8, 0.3, 2.8], [0.4, 1.5, 0.3], [0.2, -0.3, -0.8], [0.7, -1.0, -1.2], [0.8, -0.6, 3.2], [0.5, 1.7, -0.3]],
  "orbital_gap_ev": 8.553,
  "e_lumo_ev": 0.76,
  "e_homo_ev": -7.792,
  "e_tot_ev": -7381.2132,
  "e_above_lowest_kcal_mol": 173.7,
  "smiles": "C=C=C1C(C)=C1C"
}